Computed, not measured: the molecule C7H10 at a distorted geometry, with wB97M-V/def2-TZVPD.

Computed properties:
**F_max**: 1.15 eV Å⁻¹
**Orbital gap (spin up / spin down)**: 0.28974 / 0.28425 Eh
**Molecular weight**: 94.16 g/mol
**2S+1**: 1
**HOMO level (spin up / spin down)**: -7.697 / -7.790 eV

Each atom is followed by the atoms it is bonded to, with distances in Å.
Cartesian coordinates (Å):
1 C -0.862 0.255 -1.727  C2 1.433, H8 1.087, H9 1.088
2 C -0.476 1.130 -0.659  C1 1.433, C3 1.782, H11 1.091, H12 1.089
3 C 0.374 0.066 0.490  C2 1.782, C4 1.515, C5 1.402, C6 1.463
4 C 0.972 -0.959 -0.451  C3 1.515, H10 1.291, H13 1.091, H14 1.093
5 C 1.527 0.474 1.174  C3 1.402, H15 1.086, H16 1.087
6 C -0.675 -0.498 1.340  C3 1.463, C7 1.205
7 C -1.561 -0.951 2.019  C6 1.205, H17 1.068
8 H -0.478 0.426 -2.730  C1 1.087
9 H -1.835 -0.230 -1.682  C1 1.088
10 H 0.038 -0.857 -1.338  C4 1.291
11 H 0.254 1.896 -0.925  C2 1.091
12 H -1.275 1.536 -0.041  C2 1.089
13 H 1.124 -1.956 -0.035  C4 1.091
14 H 1.842 -0.604 -1.009  C4 1.093
15 H 2.365 0.877 0.613  C5 1.086
16 H 1.595 0.495 2.259  C5 1.087
17 H -2.339 -1.362 2.624  C7 1.068

These are the natural (NBO) partial charges, in e, on atoms 1 to 6:
1. C -0.48
2. C -0.43
3. C -0.22
4. C -0.50
5. C -0.29
6. C -0.01